Entry 1:
The following is a quantum chemistry calculation of C22H24N2O4S in the gas phase, from the Open Molecules 2025 dataset.

Output
LUMO level ... 0.2 eV
F_max ... 0.7 eV/Å
Total charge ... 0
Highest occupied orbital energy ... -8.4335 eV
Structure (SMILES) ... Cc1cccc(NC(=O)COC(=O)c2ccccc2SCC(=O)N2CCCC2)c1
Frontier orbital gap ... 0.3189 hartree

The geometry in XYZ format:
```
53
Properties=species:S:1:pos:R:3:mulliken_charge:R:1
C 2.868 2.137 3.707 -1.4338
C 3.560 1.852 2.408 0.4434
C 4.946 1.917 2.312 -0.5903
C 5.576 1.663 1.107 -0.6649
C 4.846 1.343 -0.024 -0.6324
C 3.461 1.280 0.063 0.5609
N 2.637 0.964 -1.026 0.1211
C 2.985 0.496 -2.243 0.7523
O 4.108 0.358 -2.670 -0.6473
C 1.754 0.138 -3.104 -0.6019
O 0.974 -0.905 -2.523 -0.3714
C 0.035 -0.570 -1.640 0.5813
O -0.182 0.578 -1.307 -0.7021
C -0.707 -1.749 -1.146 0.1151
C -1.005 -2.783 -2.029 -0.4637
C -1.751 -3.868 -1.611 -0.7664
C -2.184 -3.936 -0.295 -0.6983
C -1.866 -2.934 0.601 -0.6025
C -1.141 -1.826 0.184 0.6340
S -0.663 -0.565 1.331 0.0408
C -2.139 -0.440 2.400 -1.0408
C -3.425 -0.455 1.587 0.5032
O -4.224 -1.368 1.705 -0.6800
N -3.619 0.564 0.742 0.2176
C -2.773 1.722 0.517 -0.1249
C -3.644 2.649 -0.330 -0.7384
C -4.484 1.665 -1.140 -0.6153
C -4.794 0.580 -0.116 -0.6019
C 2.828 1.535 1.276 -0.2265
H 1.891 1.662 3.735 0.2800
H 2.729 3.212 3.827 0.2970
H 3.461 1.781 4.546 0.3885
H 5.530 2.164 3.186 0.4111
H 6.653 1.712 1.044 0.3817
H 5.337 1.139 -0.960 0.5152
H 1.644 1.063 -0.832 -0.0084
H 2.101 -0.244 -4.065 0.3265
H 1.133 1.031 -3.245 0.3135
H -0.659 -2.713 -3.049 0.4760
H -1.991 -4.658 -2.305 0.3986
H -2.763 -4.782 0.043 0.4243
H -2.193 -3.017 1.624 0.3951
H -2.153 -1.267 3.110 0.4956
H -2.012 0.498 2.939 0.6050
H -2.475 2.182 1.462 0.2713
H -1.872 1.436 -0.034 -0.0523
H -3.048 3.311 -0.953 0.3690
H -4.290 3.252 0.310 0.3388
H -5.384 2.113 -1.553 0.3681
H -3.888 1.252 -1.955 0.2488
H -4.944 -0.411 -0.551 0.3397
H -5.680 0.827 0.478 0.3080
H 1.749 1.469 1.333 0.3422
```

Entry 2:
The following is a quantum chemistry calculation of C44H48BMnN5O4Se as an isolated structure, from the Open Molecules 2025 dataset.

Output
LUMO level (spin up / spin down) ... 3.7 / 3.7 eV
F_max ... 0.4 eV/Å
Total charge ... -2
⟨S²⟩ ... 8.821
Spin multiplicity ... 6
Highest occupied orbital energy (spin up / spin down) ... -0.1765 / -1.0856 eV
Frontier orbital gap (spin up / spin down) ... 0.1419 / 0.1751 hartree

The geometry in XYZ format:
```
104
Properties=species:S:1:pos:R:3:mulliken_spin:R:1
Mn -0.613 -0.532 -0.026 3.0753
C -5.142 3.859 -6.728 0.0043
O -3.811 4.203 -6.450 0.0044
C -3.568 4.692 -5.167 0.1038
C -4.524 5.344 -4.397 -0.0490
C -4.185 5.828 -3.145 0.0861
C -2.890 5.691 -2.601 -0.0301
C -1.940 5.028 -3.416 0.1302
C -2.282 4.542 -4.664 -0.0593
N -2.659 6.280 -1.382 0.2550
N -1.556 5.990 -0.689 0.4239
C -1.064 4.688 -0.657 -0.0596
C 0.307 4.510 -0.519 0.0717
C 0.926 3.256 -0.400 -0.0581
C 0.192 2.080 -0.390 0.0304
O 0.716 0.872 -0.273 -0.0086
C -1.222 2.232 -0.473 -0.0013
N -1.933 1.067 -0.371 0.0724
C -3.244 1.101 -0.337 -0.0119
C -3.961 2.307 -0.419 0.0299
C -3.271 3.483 -0.554 0.0100
C -1.859 3.493 -0.599 0.0080
H -5.135 3.283 -7.654 -0.0005
H -5.777 4.742 -6.875 0.0011
H -5.572 3.251 -5.924 -0.0026
H -5.535 5.479 -4.761 -0.0015
H -4.923 6.347 -2.543 0.0088
H -0.929 4.894 -3.059 0.0163
H -1.545 4.029 -5.272 -0.0039
H 0.915 5.408 -0.514 0.0248
H 2.005 3.185 -0.312 -0.0008
H -3.750 0.148 -0.230 0.0031
H -5.042 2.293 -0.367 0.0033
H -3.791 4.429 -0.616 -0.0058
C 0.606 -0.138 7.077 0.0022
C -0.526 -0.908 6.397 0.0016
C -1.860 -0.324 6.879 -0.0045
C -0.429 -2.377 6.827 -0.0067
C -0.456 -0.810 4.869 -0.0722
C 0.533 -0.046 4.211 0.2065
C 0.504 0.011 2.828 -0.0831
N -0.396 -0.618 2.088 0.1321
C -1.362 -1.381 2.686 0.1085
C -1.387 -1.468 4.106 0.0952
C -2.263 -2.035 1.808 0.1775
C -3.344 -2.854 2.243 0.0779
C -4.161 -3.494 1.357 -0.0626
C -3.885 -3.311 -0.028 0.2264
C -2.841 -2.498 -0.398 -0.1189
N -2.044 -1.847 0.451 0.0934
C -5.327 -4.379 1.779 -0.0235
C -6.630 -3.810 1.199 -0.0040
C -5.113 -5.798 1.236 -0.0048
C -5.476 -4.467 3.296 0.0127
H 0.525 -0.247 8.161 0.0000
H 0.565 0.926 6.841 0.0015
H 1.584 -0.514 6.771 0.0017
H -1.928 -0.372 7.970 -0.0003
H -2.705 -0.870 6.459 0.0007
H -1.955 0.719 6.571 0.0060
H -0.477 -2.458 7.917 0.0002
H 0.513 -2.814 6.490 0.0057
H -1.240 -2.972 6.407 -0.0007
H 1.296 0.499 4.745 0.0240
H 1.224 0.591 2.260 -0.0071
H -2.155 -2.063 4.583 0.0276
H -3.506 -2.957 3.306 0.0367
H -4.469 -3.799 -0.797 0.0328
H -2.609 -2.345 -1.448 0.0078
H -6.586 -3.752 0.111 0.0032
H -6.809 -2.802 1.576 0.0002
H -7.480 -4.441 1.474 -0.0001
H -5.028 -5.803 0.150 0.0035
H -5.954 -6.442 1.514 0.0001
H -4.198 -6.232 1.643 0.0001
H -5.662 -3.488 3.741 -0.0014
H -4.583 -4.887 3.762 -0.0006
H -6.322 -5.114 3.542 0.0005
Se 0.634 -2.269 -1.472 0.0086
C 6.357 1.728 2.638 -0.0002
C 7.017 1.386 1.300 0.0000
C 8.173 0.411 1.565 0.0000
C 7.593 2.684 0.719 0.0000
C 6.029 0.739 0.326 0.0008
C 6.328 0.666 -1.034 0.0001
C 5.477 0.058 -1.962 0.0003
C 4.307 -0.486 -1.488 -0.0028
O 3.302 -1.104 -2.158 -0.0022
B 2.316 -1.429 -1.179 0.0104
O 2.812 -1.034 0.088 0.0149
C 4.003 -0.436 -0.132 0.0016
C 4.833 0.167 0.786 -0.0006
H 7.070 2.259 3.274 0.0000
H 6.043 0.834 3.177 0.0000
H 5.481 2.364 2.503 0.0000
H 8.895 0.849 2.261 0.0000
H 8.692 0.167 0.637 0.0000
H 7.801 -0.521 1.996 0.0000
H 8.241 3.165 1.456 0.0000
H 6.799 3.383 0.452 0.0000
H 8.193 2.500 -0.172 0.0000
H 7.251 1.095 -1.400 0.0000
H 5.725 0.031 -3.014 0.0000
H 4.528 0.200 1.822 0.0033
```

Entry 3:
The following is a quantum chemistry calculation of a 3-piece molecular cluster, C30H66BrClN3O14P4S overall at a distorted geometry, from the Open Molecules 2025 dataset.

Output
LUMO level ... -3.8 eV
F_max ... 9.8 eV/Å
Total charge ... +1
Highest occupied orbital energy ... -10.8547 eV
Frontier orbital gap ... 0.2579 hartree

The geometry in XYZ format:
```
120
Properties=species:S:1:pos:R:3:mulliken_charge:R:1
C -0.742 -5.734 -3.041 -0.8290
C -2.187 -5.719 -2.354 -0.2526
O -2.953 -4.655 -2.965 -0.4007
C -2.747 -3.393 -2.259 -0.1951
C -4.097 -2.574 -2.424 -1.0354
C -4.203 -1.275 -1.487 -0.9618
C -2.970 -0.228 -1.750 -1.0335
C -1.888 -0.247 -0.643 -1.7834
C -1.238 0.949 0.232 2.3968
P -0.809 -0.170 1.737 0.6714
N 0.143 -1.432 1.299 -0.7436
C 0.261 1.314 -0.289 -1.2580
C 1.570 1.170 0.542 -0.3532
O 2.608 0.485 -0.262 -0.2335
O 3.584 0.098 0.634 -0.2803
C 0.396 2.852 -0.857 -0.2685
N 1.723 2.962 -1.585 -0.5056
C 2.348 4.012 -1.208 0.4525
S 3.157 5.417 -0.930 -0.1994
C -0.879 3.095 -1.720 0.0614
Br -1.093 1.865 -3.318 0.0769
C -0.646 4.436 -2.585 -1.0493
C 0.236 4.355 -3.903 -0.8591
C 0.900 5.829 -4.082 -0.4863
O -0.087 6.822 -4.466 -0.5006
C -2.195 3.114 -0.753 0.7247
C -2.882 4.517 -0.603 -1.2833
C -4.474 4.682 -0.644 -0.1705
C -4.854 6.242 -0.883 -0.8727
O -4.241 7.127 0.072 -0.5308
N -2.116 2.171 0.475 0.9096
C -1.786 3.096 1.657 0.0740
Cl -3.388 3.781 2.491 -0.0929
C -1.029 2.806 2.993 -0.9348
C 0.580 3.037 3.011 -0.6378
P -3.839 1.779 1.059 0.1711
C -5.193 1.639 -0.243 -1.1295
O -4.003 0.142 1.629 -0.5929
H -0.307 -6.774 -2.936 0.3556
H -0.853 -5.446 -4.142 0.2595
H -0.128 -4.919 -2.539 0.1631
H -2.168 -5.665 -1.221 0.3011
H -2.724 -6.695 -2.631 0.2875
H -2.414 -3.545 -1.182 0.2674
H -1.952 -2.842 -2.883 0.2052
H -5.017 -3.214 -2.173 0.3855
H -4.292 -2.202 -3.491 0.2459
H -4.343 -1.507 -0.385 0.4234
H -5.179 -0.763 -1.816 0.3176
H -2.544 -0.680 -2.724 0.7252
H -3.469 0.698 -2.138 0.3288
H -0.983 -0.762 -1.135 0.4958
H -2.270 -1.115 0.020 0.4807
H -1.873 -0.894 2.328 0.0978
H -0.019 0.389 2.767 -0.4295
H 0.387 -1.373 0.309 0.1728
H 0.480 0.729 -1.257 0.5388
H 2.070 2.178 0.815 0.2954
H 1.657 0.614 1.516 -0.3855
H 3.842 0.875 1.187 0.3794
H 0.490 3.620 -0.029 0.6810
H -1.678 4.618 -3.070 0.5823
H -0.349 5.338 -1.959 0.3108
H 1.098 3.638 -3.944 0.4343
H -0.358 4.214 -4.876 0.4395
H 1.454 6.145 -3.132 0.1140
H 1.716 5.732 -4.883 0.3048
H -0.707 6.355 -5.065 0.3501
H -2.902 2.596 -1.499 -0.1609
H -2.677 5.269 -1.449 0.5338
H -2.546 5.199 0.262 0.2139
H -5.030 4.375 0.286 0.2314
H -4.838 4.162 -1.600 0.2464
H -5.992 6.357 -0.900 0.4076
H -4.511 6.485 -1.952 0.3352
H -3.408 7.418 -0.345 0.3530
H -1.148 3.981 1.295 0.2580
H -1.335 1.878 3.598 0.2920
H -1.305 3.630 3.750 0.6983
H 0.952 3.610 2.107 0.1664
H 1.172 2.076 3.093 0.0820
H 0.910 3.659 3.917 0.4278
H -4.980 1.973 -1.292 0.3307
H -6.001 2.370 0.136 0.4869
H -5.742 0.648 -0.295 0.4639
H -3.840 0.115 2.592 0.4137
C 2.010 -1.390 3.643 -0.6234
O 2.692 -2.094 4.677 -0.4640
P 3.016 -1.187 6.096 1.1697
O 3.851 -0.141 5.366 -0.6601
O 3.963 -2.395 6.664 -0.3964
C 5.056 -2.843 5.875 -0.6010
O 3.160 -0.357 7.590 -0.2819
C 2.385 -0.899 8.662 -0.6767
H 1.525 -2.113 2.989 0.3534
H 1.248 -0.730 4.065 0.1526
H 2.724 -0.813 3.055 0.4412
H 5.412 -2.075 5.186 0.3146
H 4.755 -3.727 5.309 0.2282
H 5.873 -3.118 6.543 0.2482
H 2.722 -1.909 8.907 0.2954
H 1.326 -0.918 8.391 0.2822
H 2.513 -0.264 9.540 0.2498
C 4.305 -4.190 -0.058 -0.6471
O 4.984 -5.209 -0.786 -0.3650
P 4.317 -5.597 -2.317 1.0949
O 2.985 -6.020 -1.708 -0.6426
O 5.326 -6.882 -2.416 -0.3931
C 5.330 -7.836 -1.364 -0.6072
O 3.733 -5.943 -3.894 -0.2167
C 4.613 -5.577 -4.959 -0.7125
H 4.998 -3.765 0.670 0.2775
H 3.966 -3.396 -0.725 0.2729
H 3.455 -4.617 0.475 0.2935
H 4.385 -7.856 -0.818 0.3154
H 6.144 -7.610 -0.673 0.2284
H 5.504 -8.824 -1.795 0.2510
H 5.540 -6.153 -4.906 0.2941
H 4.838 -4.509 -4.913 0.3095
H 4.119 -5.794 -5.907 0.2426
```

Entry 4:
The following is a quantum chemistry calculation of a 2-piece molecular cluster, C6H17NO overall at a distorted geometry, from the Open Molecules 2025 dataset.

Output
LUMO level ... 0.9 eV
F_max ... 7.9 eV/Å
Total charge ... 0
Highest occupied orbital energy ... -9.2953 eV
Structure (SMILES) ... CCCCNCC.O
Frontier orbital gap ... 0.3738 hartree

The geometry in XYZ format:
```
25
Properties=species:S:1:pos:R:3:mulliken_charge:R:1
C -0.367 0.105 -2.501 -0.9337
C -1.515 0.902 -1.660 -0.6453
C -1.957 -0.004 -0.679 -0.6186
C -0.959 -0.659 0.406 -0.5620
N 0.005 0.338 0.934 -0.3333
C 0.794 -0.313 1.876 -0.8071
C 1.775 -1.484 1.347 -1.1901
H 0.698 0.212 -2.192 0.2968
H -0.557 -0.979 -2.539 0.2688
H -0.574 0.625 -3.492 0.3174
H -1.050 1.736 -1.268 0.3687
H -2.278 1.322 -2.438 0.3605
H -2.928 0.266 -0.007 0.2710
H -2.457 -0.863 -1.262 0.2985
H -0.467 -1.538 -0.124 0.1911
H -1.621 -1.083 1.260 0.3755
H 0.514 0.667 0.049 0.2993
H 1.371 0.335 2.495 0.5172
H 0.269 -0.810 2.814 0.2837
H 1.107 -2.241 1.045 0.3680
H 2.600 -1.832 1.981 0.3751
H 2.166 -1.192 0.475 0.4117
O 2.037 2.507 1.200 -0.6395
H 1.253 2.343 0.685 0.3889
H 2.139 1.640 1.594 0.3374
```